{"formula": "C7H13N", "method": "ωB97M-V with the def2-TZVPD basis set", "e_homo_ev": [-5.82, -6.77], "multiplicity": 1, "lumo_energy_ev": [0.06, 0.96], "total_charge": 0, "de_lowest_kj_mol": 515.7, "elements": ["C", "C", "C", "C", "C", "H", "H", "H", "H", "H", "H", "H", "H", "N", "C", "C", "H", "H", "H", "H", "H"], "xyz": [[-2.21709, 0.38816, -0.56325], [-0.88437, 0.63635, 0.07263], [0.04167, -1.03088, 0.32152], [-0.63530, 1.67193, 0.86998], [-0.39170, -1.72124, 1.40498], [-0.15362, -1.48649, -0.64729], [-2.95230, 1.15470, -0.29648], [-2.13339, 0.36126, -1.65436], [-2.61461, -0.58040, -0.25026], [0.34054, 1.83321, 1.32286], [-1.37232, 2.44308, 1.08799], [-0.18089, -1.38187, 2.41083], [-0.97231, -2.62643, 1.29556], [1.46052, 0.90706, -1.49250], [2.08690, -0.13126, -0.95270], [1.73380, -0.58869, 0.35677], [1.45884, 0.99735, -2.49989], [0.55203, 1.15115, -0.99266], [2.74940, -0.70872, -1.58760], [1.78352, 0.17473, 1.13404], [2.30069, -1.46299, 0.65982]]}

{"formula": "C24H71BN4O8", "method": "ωB97M-V with the def2-TZVPD basis set", "e_homo_ev": [0.34, -6.11], "multiplicity": 2, "lumo_energy_ev": [2.45, 2.41], "total_charge": -1, "elements": ["O", "H", "H", "H", "B", "H", "H", "H", "H", "C", "O", "H", "H", "H", "H", "C", "O", "H", "H", "H", "H", "C", "O", "H", "H", "H", "H", "C", "C", "C", "O", "C", "N", "H", "H", "H", "H", "H", "H", "H", "H", "H", "H", "H", "C", "C", "C", "O", "C", "N", "H", "H", "H", "H", "H", "H", "H", "H", "H", "H", "H", "C", "C", "C", "O", "C", "N", "H", "H", "H", "H", "H", "H", "H", "H", "H", "H", "H", "C", "C", "C", "C", "C", "C", "N", "O", "C", "C", "C", "H", "H", "H", "H", "H", "H", "H", "H", "H", "H", "H", "H", "H", "H", "H", "H", "H", "H", "H"], "xyz": [[0.02253, 0.31236, 1.73210], [-0.67563, 0.71306, 2.25518], [0.33562, 0.86263, 1.01044], [0.78122, 0.11718, 2.28698], [0.95806, 1.37034, -0.56439], [1.11557, 0.30925, -0.44808], [-0.10600, 1.47917, -0.42237], [1.45884, 1.82587, 0.27582], [1.26130, 1.72271, -1.53810], [3.23290, 4.03509, -1.66437], [2.97678, 3.75373, -0.30895], [4.28434, 3.94473, -1.93716], [2.72318, 3.23734, -2.20464], [2.88724, 4.97054, -2.10429], [2.28516, 3.09085, -0.37095], [-0.03384, 4.94282, 0.14787], [-1.38977, 5.37412, 0.10398], [0.39642, 5.32099, -0.77947], [0.59523, 5.48373, 0.85483], [0.13964, 3.89788, 0.40497], [-1.68767, 5.51491, -0.79770], [-1.34833, 1.97634, -3.22762], [-0.73243, 2.93438, -2.35779], [-1.67703, 1.13523, -2.61722], [-2.15616, 2.45546, -3.78075], [-0.61374, 1.61980, -3.94967], [0.00059, 2.42627, -2.00269], [-4.74890, 3.49793, -0.84392], [-4.33499, 2.31475, 0.04019], [-4.65697, 0.92901, -0.54510], [-6.01920, 0.81600, -0.96192], [-6.90826, 0.68232, 0.19463], [-2.96095, 2.52005, 0.31558], [-4.22842, 3.31434, -1.78386], [-4.46187, 4.49556, -0.51156], [-5.78465, 3.57212, -1.17530], [-4.97685, 2.47705, 0.90608], [-4.35611, 0.25516, 0.25709], [-4.03765, 0.77054, -1.42795], [-7.69311, -0.05997, 0.04933], [-7.44114, 1.62597, 0.31151], [-6.39442, 0.67034, 1.15584], [-2.39455, 2.46752, -0.51901], [-2.86919, 3.52057, 0.41874], [4.64652, 0.70016, -1.73736], [5.02431, 0.64294, -0.21919], [6.38719, 1.18869, 0.16094], [7.46670, 0.56053, -0.45784], [8.77779, 1.10773, -0.03881], [4.00656, 1.30850, 0.63876], [5.25837, 0.01531, -2.32450], [4.57056, 1.67591, -2.21720], [3.66555, 0.31674, -2.01804], [5.00558, -0.38477, 0.14354], [6.53115, 1.07589, 1.23549], [6.44620, 2.26142, -0.02305], [8.97240, 2.17389, -0.15508], [9.50424, 0.65252, -0.71197], [8.99334, 0.77594, 0.97684], [4.07553, 2.26690, 0.32763], [3.08910, 1.05970, 0.29748], [3.98557, -1.40078, 3.23736], [2.53159, -1.25068, 2.76965], [1.56924, -2.13988, 3.64080], [0.27678, -2.05107, 3.08865], [-0.64658, -2.88946, 3.67254], [2.28929, 0.14054, 2.96737], [4.17955, -1.31284, 4.30635], [4.66838, -0.73735, 2.70659], [4.37540, -2.36346, 2.90665], [2.45205, -1.45972, 1.70285], [1.58372, -1.91592, 4.70744], [1.86067, -3.17057, 3.43870], [-0.27413, -3.91188, 3.73602], [-1.56969, -2.93019, 3.09433], [-0.70987, -2.58162, 4.71624], [2.39637, 0.41326, 3.93394], [3.05431, 0.60964, 2.50391], [-2.26357, -4.88709, 0.79807], [-3.06460, -3.93804, -0.17630], [-3.24729, -2.55428, 0.51969], [-1.94058, -1.71587, 0.41904], [-1.74999, -1.39976, -0.99237], [-1.51235, -2.72981, -1.84325], [-2.43984, -3.77983, -1.51190], [-2.20402, -5.01689, -2.22259], [-1.70019, -2.29275, -3.34106], [-0.12186, -3.24105, -1.59967], [-4.47596, -4.53960, -0.35089], [-2.76824, -5.17290, 1.72096], [-1.34859, -4.41238, 1.15242], [-2.01291, -5.81854, 0.29046], [-3.99326, -1.89569, 0.07484], [-3.21583, -2.67575, 1.60245], [-1.06748, -2.23736, 0.81125], [-2.13439, -0.83569, 1.03208], [-0.83382, -0.84342, -1.19042], [-2.67591, -0.95000, -1.35083], [-2.71332, -1.93309, -3.52079], [-1.00738, -1.49803, -3.61769], [-1.65216, -3.11468, -4.05536], [0.68585, -2.51159, -1.65964], [0.03583, -3.62121, -0.59035], [0.16864, -4.08105, -2.23062], [-4.37367, -5.56612, -0.70288], [-5.08675, -3.93882, -1.02475], [-5.09460, -4.53152, 0.54651], [-1.40198, -5.40880, -1.86941]]}

{"formula": "C30H30N6", "method": "ωB97M-V with the def2-TZVPD basis set", "e_homo_ev": -9.42, "multiplicity": 1, "smiles": "c1ccncc1.c1ccncc1.c1ccncc1.c1ccncc1.c1ccncc1.c1ccncc1", "lumo_energy_ev": 0.55, "total_charge": 0, "de_lowest_kj_mol": 200.5, "elements": ["N", "C", "C", "C", "C", "C", "H", "H", "H", "H", "H", "N", "C", "C", "C", "C", "C", "H", "H", "H", "H", "H", "N", "C", "C", "C", "C", "C", "H", "H", "H", "H", "H", "N", "C", "C", "C", "C", "C", "H", "H", "H", "H", "H", "N", "C", "C", "C", "C", "C", "H", "H", "H", "H", "H", "N", "C", "C", "C", "C", "C", "H", "H", "H", "H", "H"], "xyz": [[10.64843, 12.30623, 12.71820], [11.61859, 12.24424, 11.83238], [12.21972, 13.31722, 11.21903], [11.63707, 14.52986, 11.42161], [10.56138, 14.67073, 12.29698], [10.17836, 13.54746, 12.96976], [12.07431, 11.27179, 11.68039], [13.03498, 13.23065, 10.52521], [11.95939, 15.38600, 10.84028], [10.03149, 15.61056, 12.38027], [9.30206, 13.56721, 13.66870], [9.68926, 19.14922, 13.55701], [9.13679, 19.27820, 14.74317], [7.82722, 18.95705, 15.02076], [7.06433, 18.38630, 14.03639], [7.55216, 18.18742, 12.79715], [8.90248, 18.57010, 12.62897], [9.79005, 19.66036, 15.59295], [7.44617, 19.12107, 16.05793], [6.11214, 17.95879, 14.37846], [6.98129, 17.81222, 11.99886], [9.34598, 18.53900, 11.63279], [10.27242, 12.82274, 18.56394], [9.45909, 12.08617, 19.25907], [8.64246, 11.10462, 18.66719], [8.82714, 10.77170, 17.35196], [9.76002, 11.46374, 16.61160], [10.36016, 12.52775, 17.23563], [9.22754, 12.49405, 20.27695], [7.76930, 10.68602, 19.17674], [8.17021, 10.04090, 16.90782], [9.71711, 11.33241, 15.56334], [11.06844, 13.19550, 16.79483], [7.04622, 15.28408, 15.33213], [6.60378, 14.32224, 16.18052], [6.27623, 13.02982, 15.74347], [6.44323, 12.74825, 14.40086], [6.94096, 13.74958, 13.53489], [7.27344, 14.94856, 14.08552], [6.40846, 14.61356, 17.19116], [5.86596, 12.29238, 16.44790], [6.16913, 11.71690, 14.04501], [7.00106, 13.59628, 12.45112], [7.75323, 15.69457, 13.39841], [6.86392, 11.52017, 8.24456], [7.89650, 10.88506, 8.79175], [7.90465, 10.24677, 10.00975], [6.70308, 10.28047, 10.70473], [5.61511, 10.86534, 10.18046], [5.73883, 11.52778, 8.96833], [8.84045, 10.83449, 8.20832], [8.84013, 9.80383, 10.35241], [6.58882, 9.88648, 11.71231], [4.64248, 10.85942, 10.68350], [4.85613, 11.92360, 8.38820], [7.57305, 17.49510, 18.76192], [7.27104, 16.98497, 19.94290], [8.15901, 16.29035, 20.71925], [9.39639, 15.98921, 20.22041], [9.71006, 16.44733, 18.93287], [8.77567, 17.17174, 18.25229], [6.26790, 17.20315, 20.34868], [7.75670, 15.97759, 21.69701], [10.11681, 15.40605, 20.83278], [10.66859, 16.22447, 18.53280], [9.03188, 17.57669, 17.25649]]}

{"formula": "C5H8NO2", "method": "ωB97M-V with the def2-TZVPD basis set", "e_homo_ev": -4.11, "multiplicity": 1, "lumo_energy_ev": 4.17, "total_charge": -1, "de_lowest_kj_mol": 179.3, "elements": ["C", "C", "C", "N", "H", "H", "H", "H", "H", "O", "C", "O", "C", "H", "H", "H"], "xyz": [[-0.56382, -2.47898, -0.78788], [-1.45456, -1.45635, -0.97976], [1.30741, -1.77053, 0.48488], [0.36461, -2.65108, 0.27873], [-0.52414, -3.36433, -1.41293], [-1.41535, -0.73922, -0.15885], [-1.97499, -1.34411, -1.97849], [1.80393, -1.73033, 1.43103], [1.59408, -1.09750, -0.33936], [-0.47794, 0.78766, 1.14550], [0.25706, 1.49303, 0.39099], [1.15816, 1.14857, -0.44260], [0.02817, 3.02296, 0.56159], [0.93217, 3.61079, 0.43118], [-0.67955, 3.36714, -0.24066], [-0.35523, 3.20227, 1.61662]]}

{"formula": "C4H8IN4O", "method": "ωB97M-V with the def2-TZVPD basis set", "e_homo_ev": -13.26, "multiplicity": 1, "smiles": "C[C@@]1([NH3+])NC(=O)NN=C1I", "lumo_energy_ev": -3.86, "total_charge": 1, "elements": ["C", "C", "C", "C", "N", "N", "N", "N", "O", "I", "H", "H", "H", "H", "H", "H", "H", "H"], "xyz": [[-0.86660, -0.66575, 0.83684], [-1.27028, 1.29779, -1.02562], [0.32631, -0.25772, 0.04074], [1.05357, -1.41945, -0.58394], [-2.04177, -0.21055, 0.61620], [-0.00520, 0.78716, -0.79270], [-2.24175, 0.62054, -0.40317], [1.37230, 0.45270, 1.03772], [-1.52584, 2.24763, -1.78815], [-0.57568, -1.98917, 2.49992], [1.82388, -1.16703, -1.22190], [0.30280, -1.73651, -1.33815], [1.28223, -2.28471, 0.13544], [0.80982, 1.36027, -1.15703], [-3.15106, 0.93324, -0.72877], [1.45046, 1.56422, 0.86314], [2.34130, 0.11817, 1.07759], [0.91554, 0.34918, 1.93185]]}

| no. | calculated total energy (eV) |
| --- | --- |
| 1 | -8954.5879 |
| 2 | -49046.0818 |
| 3 | -40534.5933 |
| 4 | -10899.4233 |
| 5 | -20378.1259 |